Density functional theory data (wB97M-V/def2-TZVPD) for a structure of composition C56H84O42 at a distorted geometry.

Calculated values
E	-145370.3299	eV
relative energy (zero: lowest compared OMol25 entry of this formula, charge and spin)	65.093	eV
total charge	0

Last column: Mulliken charge in e.
Element x y z (Å)
C (14.9802, 14.1149, 18.2736)  0.1139
C (13.9594, 13.6375, 19.2951)  1.2447
C (12.6794, 13.2018, 18.5538)  1.4933
O (12.3507, 11.9717, 19.3378)  -0.5927
C (13.4554, 11.5779, 20.1314)  0.3315
O (13.5842, 10.4779, 20.6546)  -0.5990
O (14.3638, 12.6099, 20.1172)  -0.5514
H (14.5968, 14.9968, 17.7605)  -0.3258
H (15.2821, 13.4326, 17.4790)  0.8564
H (15.8473, 14.3102, 18.9046)  -0.9990
H (13.6446, 14.4294, 19.9746)  -1.2191
H (12.8304, 12.8471, 17.5342)  0.0048
H (11.8747, 13.9357, 18.5955)  -0.3728
C (15.7123, 20.3494, 17.4365)  0.5920
C (16.4872, 21.5740, 18.0365)  -1.1618
C (15.4736, 22.6474, 18.4202)  -0.0154
O (15.6799, 22.9577, 19.7502)  -0.3788
C (16.6175, 22.0608, 20.1826)  0.5352
O (16.9049, 22.0730, 21.3675)  -0.6463
O (16.9292, 21.1673, 19.3609)  -0.0846
H (16.4335, 19.5321, 17.4409)  -0.3552
H (15.4752, 20.5765, 16.3971)  0.2485
H (14.9057, 20.0210, 18.0920)  0.0617
H (17.3053, 21.9884, 17.4474)  0.2581
H (14.4601, 22.3087, 18.2050)  -0.9547
H (15.7211, 23.5363, 17.8400)  0.5400
C (21.1675, 15.8578, 14.8821)  -1.9254
C (19.6553, 16.0289, 14.5927)  0.9863
C (18.8259, 16.9791, 15.5104)  -1.0189
O (18.2028, 17.8084, 14.5676)  0.4604
C (18.9230, 17.7998, 13.4409)  0.3471
O (18.8710, 18.6002, 12.5839)  -0.5428
O (19.6654, 16.7036, 13.3656)  -0.4914
H (21.7792, 16.7522, 14.7640)  0.4545
H (21.7834, 15.3222, 14.1597)  0.4283
H (21.5670, 15.4057, 15.7898)  0.2357
H (19.1204, 15.0847, 14.4909)  -0.1287
H (19.4168, 17.4700, 16.2837)  0.4833
H (18.0612, 16.3886, 16.0150)  -0.4740
C (13.4209, 17.0423, 17.9736)  -1.5803
C (14.4116, 16.9990, 16.7695)  0.0002
C (15.0044, 18.2724, 16.2140)  1.3052
O (16.3678, 17.8280, 16.2751)  0.0849
C (16.4996, 16.6751, 16.8338)  -3.3617
O (17.5858, 16.1273, 16.9701)  0.5716
O (15.3831, 16.2148, 17.1648)  0.7345
H (13.9158, 17.0306, 18.9447)  0.2063
H (12.5336, 16.4093, 17.9838)  0.8682
H (13.0233, 18.0570, 17.9977)  0.9705
H (13.8393, 16.5432, 15.9615)  -1.4966
H (14.7762, 19.0153, 16.9784)  0.1109
H (14.7150, 18.5625, 15.2040)  0.7035
C (10.4993, 15.2810, 17.9522)  -0.5404
C (11.2724, 16.0560, 19.1188)  1.1260
C (10.3405, 16.4080, 20.2687)  0.0915
O (11.2374, 16.3929, 21.3191)  -0.4702
C (12.1787, 15.3481, 21.0722)  0.3758
O (12.7674, 14.6538, 21.8613)  -0.5347
O (12.1320, 15.1138, 19.7362)  0.1373
H (9.7618, 15.9364, 17.4889)  -0.6942
H (9.9172, 14.5291, 18.4850)  0.5879
H (11.0726, 15.0212, 17.0623)  -1.7197
H (11.7930, 16.9289, 18.7249)  0.7980
H (9.6167, 15.6232, 20.4884)  0.4719
H (9.9433, 17.4190, 20.1774)  -0.0075
C (16.6370, 17.9240, 18.9340)  -1.0276
C (17.2330, 18.6770, 20.1558)  0.0786
C (16.2325, 18.9843, 21.1942)  0.7092
O (16.3738, 18.0775, 22.1013)  -0.5521
C (17.7472, 17.6404, 22.0134)  0.2829
O (18.2960, 16.9540, 22.8492)  -0.6125
O (18.2344, 17.8106, 20.7866)  -0.5390
H (16.6315, 16.8341, 18.9498)  0.4217
H (17.1447, 18.2361, 18.0213)  2.0018
H (15.6095, 18.2746, 18.8370)  0.8911
H (17.5987, 19.6185, 19.7460)  0.6768
H (15.2016, 19.0018, 20.8407)  0.0028
H (16.6040, 19.8673, 21.7142)  0.8799
C (8.1343, 18.3277, 19.2379)  -1.8792
C (8.7962, 18.0792, 17.8334)  -0.0437
C (8.9437, 19.2967, 16.9549)  -0.5095
O (10.3087, 19.2676, 16.6209)  -0.1247
C (10.9424, 18.3765, 17.2655)  -0.0777
O (12.0972, 18.1357, 17.0892)  -0.1455
O (10.2067, 17.6680, 17.9983)  0.6746
H (7.0527, 18.4417, 19.1657)  0.4596
H (8.6319, 19.0843, 19.8445)  0.3942
H (8.4322, 17.4828, 19.8588)  0.5495
H (8.3552, 17.2121, 17.3418)  0.4365
H (8.7313, 20.1992, 17.5280)  0.4882
H (8.3278, 19.3054, 16.0556)  0.2870
C (12.5282, 22.3372, 18.0274)  -2.2317
C (11.7216, 21.0711, 17.5011)  0.3855
C (11.0736, 21.3150, 16.1661)  -0.8131
O (12.0695, 20.7729, 15.3269)  -0.4783
C (12.7518, 19.8918, 15.9098)  0.2369
O (13.4278, 19.0613, 15.2956)  0.0600
O (12.5926, 19.9946, 17.2838)  0.5691
H (13.1884, 21.9866, 18.8207)  1.0381
H (11.8985, 23.0393, 18.5739)  0.6812
H (13.2560, 22.6472, 17.2775)  0.5640
H (10.9796, 20.8484, 18.2679)  0.1405
H (11.0414, 22.3398, 15.7962)  0.4668
H (10.2143, 20.7027, 15.8927)  0.2498
C (9.7204, 14.3091, 14.0913)  -1.6146
C (10.4363, 15.1020, 15.1550)  1.1806
C (11.5181, 14.2827, 15.8676)  -0.7871
O (12.6354, 15.1757, 15.9020)  0.5460
C (12.4174, 16.2220, 15.0023)  1.0712
O (13.3034, 16.9815, 14.6720)  0.2267
O (11.1538, 16.1295, 14.4033)  -0.5986
H (10.3550, 14.2261, 13.2090)  0.4132
H (8.8401, 14.9304, 13.9261)  0.4635
H (9.3420, 13.3458, 14.4333)  0.3474
H (9.8225, 15.6109, 15.8982)  -0.5067
H (11.6888, 13.3641, 15.3062)  0.2340
H (11.2396, 13.9172, 16.8560)  0.5750
C (16.7153, 19.6065, 15.3118)  -0.9315
C (18.1330, 20.3718, 15.3362)  -1.2082
C (18.6809, 20.7577, 13.9823)  -0.2195
O (19.1788, 22.0430, 14.2741)  -0.4935
C (18.5679, 22.5102, 15.5068)  0.4296
O (18.6794, 23.5402, 16.1088)  -0.5826
O (17.8757, 21.5608, 16.0401)  -0.3970
H (15.7972, 20.1864, 15.4064)  0.7374
H (16.7594, 19.0178, 16.2281)  0.5355
H (16.6441, 18.9642, 14.4341)  0.6181
H (18.8783, 19.7584, 15.8425)  0.1679
H (17.8337, 20.8139, 13.2988)  0.3843
H (19.4543, 20.0415, 13.7047)  0.4496
C (15.0418, 15.0774, 15.1388)  -0.4717
C (16.1948, 15.3520, 14.0902)  1.1618
C (16.9480, 14.0513, 13.8598)  -0.1520
O (16.8748, 14.0088, 12.3997)  -0.5034
C (16.1145, 15.0314, 11.8878)  0.4216
O (15.6040, 15.0174, 10.7981)  -0.6388
O (15.8920, 15.9518, 12.8435)  -0.4600
H (14.1873, 15.7487, 15.2242)  -0.5653
H (15.3814, 15.2577, 16.1587)  0.1318
H (14.5257, 14.1173, 15.1396)  1.3789
H (16.9516, 16.0168, 14.5067)  -0.3302
H (16.3830, 13.2254, 14.2919)  0.3856
H (17.9664, 13.9615, 14.2378)  0.6677
C (14.4044, 21.0888, 22.2461)  -1.6470
C (13.3510, 20.3426, 21.3707)  0.2774
C (13.5519, 20.5008, 19.9238)  0.2964
O (13.5656, 19.2614, 19.3067)  -0.1653
C (13.5523, 18.3162, 20.3441)  -2.2947
O (13.6121, 17.1160, 20.2140)  -0.1295
O (13.4666, 18.9029, 21.5265)  -0.3114
H (15.4575, 20.9029, 22.0353)  0.1072
H (14.1398, 20.8420, 23.2743)  0.5035
H (14.3590, 22.1560, 22.0287)  0.3853
H (12.3341, 20.7190, 21.4818)  0.4746
H (14.3306, 21.1734, 19.5643)  -0.1142
H (12.6733, 21.0582, 19.5992)  0.2776
C (19.2010, 16.2785, 18.6036)  -1.1875
C (19.3040, 14.8144, 18.4707)  0.1259
C (18.0919, 14.0132, 18.8768)  -0.2788
O (17.5795, 13.6062, 17.6143)  -0.2861
C (18.3774, 13.9280, 16.5971)  0.6031
O (18.1961, 13.6315, 15.4074)  -0.5324
O (19.4338, 14.4860, 17.1309)  -0.2137
H (19.9196, 16.8004, 17.9718)  0.3040
H (19.4667, 16.6790, 19.5819)  0.8131
H (18.1630, 16.5396, 18.3972)  0.1283
H (20.1715, 14.4701, 19.0338)  0.7639
H (17.3058, 14.6345, 19.3060)  0.2839
H (18.2689, 13.1349, 19.4976)  0.4781
C (13.2494, 16.3809, 11.3336)  -1.9336
C (12.8828, 17.4509, 12.2752)  1.0421
C (13.8207, 17.7878, 13.4178)  2.0679
O (14.5964, 18.8942, 12.7862)  -0.6144
C (13.8234, 19.4186, 11.7663)  0.3625
O (14.0807, 20.4338, 11.1464)  -0.6639
O (12.8486, 18.5664, 11.4583)  -0.4842
H (12.4100, 16.2755, 10.6464)  0.4935
H (13.2806, 15.5235, 12.0059)  0.3528
H (14.2269, 16.4559, 10.8572)  0.3315
H (11.9444, 17.2168, 12.7780)  0.0195
H (14.4676, 16.9362, 13.6285)  -1.2274
H (13.4387, 18.2323, 14.3368)  -0.6429